ORCA calculation (ωB97M-V with the def2-TZVPD basis set) on a structure of composition C27H30ClCrIN4O3 in a non-equilibrium geometry.

Values from the calculation:
LUMO level (alpha / beta)	-3.80 / -3.85	eV
spin multiplicity	4
total charge	+1
gap between HOMO and LUMO (alpha / beta)	7.04 / 6.99	eV
HOMO level (alpha / beta)	-0.3984 / -0.3983	Eh
energy above the lowest of the compared OMol25 structures with the same formula, charge and spin	70.9	kJ/mol

Geometry as XYZ:
```
67
Properties=species:S:1:pos:R:3:forces:R:3
Cr -0.338 0.274 -0.156 0.729 -0.357 -0.901
C -4.786 0.466 -0.937 0.061 -0.055 -0.045
C -4.370 0.120 0.454 0.350 -0.046 -0.249
N -5.278 -0.007 1.380 -0.159 0.075 -0.382
C -4.914 -0.299 2.631 0.503 -0.149 0.686
C -3.609 -0.414 3.053 -0.142 -0.088 0.015
C -3.310 -0.719 4.505 -0.226 0.363 -0.057
O -2.465 -1.844 4.675 0.132 -0.364 0.049
C -2.567 -0.273 2.087 -1.141 0.204 -0.914
C -1.214 -0.380 2.492 0.894 -0.091 -0.134
N -0.131 -0.324 1.746 -1.663 0.268 0.045
C 1.110 -0.563 2.327 1.348 -0.343 0.702
C 1.246 -1.287 3.528 -0.141 0.158 -0.354
C 2.476 -1.508 4.112 0.123 0.039 -0.012
C 3.636 -1.020 3.530 -0.111 0.023 -0.029
C 3.548 -0.333 2.333 -0.039 0.084 -0.143
C 2.311 -0.134 1.742 -0.363 0.246 -0.518
I 2.302 0.866 -0.161 0.204 -0.202 0.806
C -2.974 -0.060 0.729 -0.302 -0.031 1.813
O -2.121 -0.016 -0.223 -0.783 -0.463 -0.835
H -5.868 0.468 -1.006 -0.072 -0.003 0.022
H -4.372 -0.252 -1.644 0.011 0.001 -0.131
H -4.408 1.452 -1.208 0.033 0.034 -0.083
H -5.734 -0.430 3.322 -0.009 -0.014 0.210
H -4.251 -0.858 5.048 0.084 0.113 -0.066
H -2.788 0.127 4.967 -0.071 -0.123 -0.006
H -2.986 -2.647 4.560 0.044 0.090 0.001
H -1.090 -0.507 3.559 0.188 -0.117 -0.038
H 0.372 -1.700 4.004 -0.137 -0.095 0.033
H 2.530 -2.070 5.032 -0.019 -0.040 0.080
H 4.597 -1.178 3.992 0.101 -0.018 0.042
H 4.434 0.058 1.857 0.074 -0.040 -0.021
Cl -0.428 2.529 1.928 -0.015 0.495 0.440
C 0.098 3.680 0.741 0.041 0.110 -0.402
C 0.733 4.839 1.131 -0.012 0.055 -0.020
C 1.118 5.739 0.150 0.044 0.011 0.066
C 0.917 5.442 -1.188 0.114 0.062 -0.014
C 0.324 4.251 -1.561 -0.090 -0.148 0.258
C -0.138 3.353 -0.597 0.312 0.527 0.174
C -0.932 2.162 -0.914 0.142 -0.310 0.111
H 0.914 5.045 2.175 -0.052 0.001 0.074
H 1.572 6.672 0.436 0.109 0.128 0.033
H 1.217 6.151 -1.942 0.079 0.071 -0.111
H 0.180 4.025 -2.607 -0.091 -0.027 -0.132
H -0.988 1.993 -2.001 -0.002 -0.129 0.117
H -1.946 2.335 -0.538 0.101 -0.327 -0.083
C -2.193 -3.023 -0.384 -0.085 0.317 -0.169
N -0.947 -3.732 -0.213 -0.018 0.034 -0.041
C -1.038 -5.126 0.172 0.189 -0.363 -0.017
C 0.122 -5.892 -0.439 0.024 0.171 0.233
C 1.407 -5.232 0.029 -0.172 -0.352 0.006
N 1.375 -3.811 -0.259 0.013 0.008 -0.061
C 2.661 -3.169 -0.406 0.100 0.295 -0.013
C 0.235 -3.091 -0.345 -0.029 -0.100 -0.044
O 0.291 -1.860 -0.573 -0.205 0.858 -0.175
H -2.883 -3.632 -0.968 0.016 -0.061 0.063
H -2.007 -2.099 -0.929 -0.135 -0.226 0.160
H -2.654 -2.790 0.583 -0.018 0.011 -0.086
H -1.991 -5.519 -0.185 0.049 0.072 0.046
H -1.021 -5.216 1.265 -0.065 -0.066 -0.043
H 0.057 -5.834 -1.526 -0.011 -0.070 -0.050
H 0.096 -6.937 -0.139 0.023 -0.017 0.002
H 2.268 -5.663 -0.486 -0.029 0.051 0.063
H 1.544 -5.388 1.107 0.058 -0.053 -0.065
H 3.262 -3.713 -1.135 0.007 -0.041 0.031
H 3.194 -3.144 0.548 0.038 0.023 -0.015
H 2.515 -2.155 -0.770 0.065 -0.070 0.078
```
Positions in Å, forces in eV/Å.

ORCA calculation (ωB97M-V with the def2-TZVPD basis set) on the molecule C12H22ClN5O.

Values from the calculation:
LUMO level	0.81	eV
gap between HOMO and LUMO	9.94	eV
HOMO level	-0.3354	Eh
energy above the lowest of the compared OMol25 structures with the same formula, charge and spin	6.8	kJ/mol

Geometry as XYZ:
```
41
Properties=species:S:1:pos:R:3:forces:R:3
C 6.683 -0.193 0.885 -0.121 -0.112 0.205
C 5.434 -0.850 1.459 0.035 0.123 -0.340
C 4.311 -0.933 0.428 -0.034 -0.171 0.492
C 3.057 -1.592 0.998 0.046 0.189 -0.483
C 1.935 -1.683 -0.035 -0.081 -0.184 0.468
C 0.684 -2.340 0.544 -0.033 0.056 -0.444
C -0.426 -2.521 -0.496 0.111 -0.237 0.413
N -0.919 -1.266 -1.006 0.304 0.021 -0.278
C -1.923 -0.586 -0.446 -0.563 0.383 0.058
N -2.610 -1.173 0.552 0.227 -0.397 0.137
C -3.601 -0.451 1.011 0.363 0.316 -0.539
Cl -4.515 -1.147 2.277 -0.336 -0.259 0.469
N -3.977 0.741 0.619 -0.319 0.199 0.102
C -3.230 1.248 -0.380 0.340 -0.495 0.288
N -3.515 2.481 -0.815 0.007 0.269 -0.331
C -4.702 3.205 -0.438 -0.350 0.108 -0.292
C -5.618 3.418 -1.650 -0.102 -0.166 0.615
O -4.998 4.186 -2.653 0.344 0.299 -0.297
N -2.198 0.622 -0.940 0.187 0.145 -0.278
H 7.055 -0.758 0.033 0.080 -0.021 -0.102
H 6.463 0.820 0.554 0.029 0.116 -0.058
H 7.470 -0.145 1.634 0.139 0.052 0.002
H 5.680 -1.857 1.804 -0.039 -0.025 0.086
H 5.088 -0.280 2.324 -0.028 -0.053 0.075
H 4.658 -1.503 -0.437 0.014 0.023 -0.100
H 4.065 0.074 0.083 0.003 0.047 -0.093
H 3.305 -2.597 1.349 -0.010 -0.043 0.084
H 2.707 -1.020 1.859 -0.015 -0.021 0.097
H 2.284 -2.261 -0.895 0.021 0.010 -0.106
H 1.693 -0.677 -0.385 0.016 0.051 -0.089
H 0.942 -3.322 0.943 0.006 -0.052 0.079
H 0.296 -1.735 1.365 -0.036 -0.027 0.098
H -0.059 -3.112 -1.339 -0.061 -0.018 0.049
H -1.273 -3.031 -0.035 0.123 -0.068 -0.168
H -0.379 -0.765 -1.693 -0.129 0.027 0.036
H -3.023 2.790 -1.640 0.034 -0.092 0.088
H -5.212 2.623 0.330 0.005 0.175 -0.027
H -4.412 4.179 -0.023 -0.136 -0.061 0.037
H -6.557 3.884 -1.321 0.056 -0.085 -0.017
H -5.846 2.457 -2.116 -0.038 0.036 0.105
H -4.816 5.067 -2.307 -0.060 -0.056 -0.043
```
Positions in Å, forces in eV/Å.

ORCA calculation (ωB97M-V with the def2-TZVPD basis set) on a structure of composition C8H12Cl12F18NO8P3S2V2 in a non-equilibrium geometry.

Values from the calculation:
LUMO level (alpha / beta)	3.22 / 3.22	eV
spin multiplicity	7
total charge	-2
gap between HOMO and LUMO (alpha / beta)	4.96 / 6.00	eV
HOMO level (alpha / beta)	-0.0640 / -0.1022	Eh

Geometry as XYZ:
```
66
Properties=species:S:1:pos:R:3:forces:R:3
V 1.209 -2.309 0.626 -0.999 -2.232 1.508
V -1.972 -3.759 1.582 2.880 0.486 -0.070
P 0.314 -4.668 0.983 -1.048 -0.166 4.009
O -0.619 -5.351 1.976 -1.805 -5.023 -1.147
O -0.439 -3.671 0.078 -2.533 -1.155 -11.045
O 1.643 -4.252 1.526 8.091 -3.642 -3.097
O 0.034 -3.413 1.832 -3.413 10.436 10.034
P 2.784 -1.336 3.150 1.373 -0.600 4.840
F 4.223 -1.844 3.734 0.423 0.079 -1.280
F 3.124 -1.894 1.639 0.360 0.353 -0.063
F 2.198 -2.722 3.699 -0.151 -0.489 -1.238
F 1.312 -0.991 2.572 0.215 1.198 0.154
F 2.484 -0.785 4.656 -0.973 0.750 -0.150
F 3.449 0.125 2.909 -0.691 -0.481 -1.623
P -4.288 -4.908 0.191 -4.047 -2.389 -1.252
F -4.176 -4.822 1.784 0.434 0.674 1.652
F -5.039 -6.322 0.339 -0.199 -0.692 0.436
F -5.747 -4.192 0.242 -0.003 0.917 1.192
F -4.603 -4.978 -1.366 1.917 0.038 -1.193
F -3.553 -3.490 0.098 0.313 0.777 -0.516
F -2.908 -5.705 0.183 0.565 0.527 -0.887
C -2.170 -0.330 -1.574 0.578 -0.939 0.562
F -2.584 -1.567 -1.796 -0.423 -0.018 0.827
F -1.379 -0.043 -2.542 2.079 0.543 -1.577
F -3.142 0.529 -1.629 -1.446 0.499 0.733
S -1.290 -0.194 0.155 -1.617 -1.565 3.005
O -1.690 1.105 0.743 1.345 -2.206 -1.668
O -1.788 -1.359 0.925 0.938 2.005 -1.728
N 0.472 -0.480 -0.085 -4.310 0.742 -0.780
S 0.956 0.972 -0.399 2.818 4.556 1.081
O 0.210 1.797 -1.364 0.613 -1.742 0.956
O 1.360 1.667 0.833 -0.439 -0.925 -1.860
C 2.598 0.678 -1.291 -0.292 -0.866 -0.030
F 3.083 1.832 -1.699 0.325 0.651 0.581
F 3.498 0.003 -0.549 -0.361 0.666 0.170
F 2.436 -0.036 -2.392 -0.617 -0.752 -0.630
C 5.306 4.688 0.709 0.293 0.409 -0.383
Cl 5.559 3.225 1.636 -0.277 -0.120 0.221
Cl 4.522 4.325 -0.884 0.564 0.474 0.815
H 4.726 5.447 1.234 -0.400 -0.560 0.008
H 6.297 5.127 0.596 -0.144 -0.145 -0.645
C 0.252 2.030 3.737 0.313 -0.665 -0.636
Cl -1.009 3.179 3.318 -0.308 0.458 0.015
Cl 0.395 1.790 5.481 0.048 0.097 -0.047
H -0.015 1.088 3.259 0.072 0.063 0.296
H 1.191 2.362 3.296 -0.118 0.030 0.362
C -1.241 3.640 -3.421 0.011 0.055 -0.296
Cl -2.816 3.656 -2.596 0.191 0.181 -0.349
Cl -1.304 4.073 -5.186 -0.223 -0.236 0.675
H -0.604 4.404 -2.977 -0.122 -0.421 0.085
H -0.864 2.621 -3.331 0.141 0.396 -0.050
C -4.131 2.995 1.426 0.819 0.648 -0.091
Cl -5.550 2.639 0.397 0.556 0.083 0.632
Cl -4.411 4.338 2.637 -0.054 -0.965 -0.714
H -3.696 2.121 1.911 -0.822 -0.034 0.287
H -3.311 3.332 0.793 -0.398 0.251 -0.152
C 6.684 1.475 -1.632 -0.381 0.222 0.408
Cl 8.060 0.504 -1.113 0.046 -0.228 -0.013
Cl 6.290 1.245 -3.353 0.192 0.251 0.301
H 5.793 1.206 -1.063 0.245 -0.187 -0.061
H 6.942 2.502 -1.377 -0.144 -0.059 -0.589
C -4.745 -1.391 -4.575 0.549 -0.165 0.346
Cl -3.881 -0.683 -5.954 -0.274 0.018 -0.343
Cl -4.163 -3.035 -4.244 -0.164 0.227 0.039
H -4.458 -0.734 -3.754 -0.412 -0.363 0.117
H -5.821 -1.457 -4.736 0.301 0.273 -0.145
```
Positions in Å, forces in eV/Å.

ORCA calculation (ωB97M-V with the def2-TZVPD basis set) on a structure of composition C27H11F15GeO7ReS3Se4.

Values from the calculation:
LUMO level (alpha / beta)	2.63 / 2.47	eV
spin multiplicity	2
total charge	-2
gap between HOMO and LUMO (alpha / beta)	4.98 / 4.33	eV
HOMO level (alpha / beta)	-0.0863 / -0.0684	Eh
energy above the lowest of the compared OMol25 structures with the same formula, charge and spin	0.0	kJ/mol

Geometry as XYZ:
```
69
Properties=species:S:1:pos:R:3:forces:R:3
Re 0.046 -0.410 0.122 0.292 0.104 0.135
Se 1.300 -1.855 1.526 -0.412 -0.019 -0.660
Se 2.009 -0.999 3.489 0.063 0.447 0.355
Se -0.599 1.852 3.180 0.373 -0.168 -0.341
Se 0.630 1.698 1.328 -0.420 -0.574 0.191
O 1.610 -1.195 -3.017 0.022 0.054 -0.013
S 2.155 0.008 -2.459 0.112 -0.140 -0.068
O 3.580 0.192 -2.570 -0.049 0.041 0.063
O 1.739 0.225 -1.033 -0.522 0.009 0.155
C 1.442 1.376 -3.411 -0.033 0.036 -0.045
C 2.387 2.180 -4.039 0.000 -0.015 -0.018
C 2.015 3.199 -4.904 -0.017 -0.011 0.003
C 0.676 3.425 -5.161 0.025 -0.005 0.000
C -0.280 2.645 -4.529 -0.004 0.013 -0.031
C 0.083 1.628 -3.657 0.058 -0.054 0.010
S -1.307 0.821 -2.854 -0.027 -0.124 0.009
O -2.431 1.692 -3.075 -0.007 0.015 0.080
O -1.500 -0.510 -3.419 0.229 0.096 -0.084
O -0.889 0.779 -1.446 -0.068 0.168 0.139
H 3.429 1.977 -3.844 -0.006 -0.004 0.012
H 2.779 3.805 -5.376 -0.007 -0.003 -0.001
H 0.365 4.210 -5.840 0.008 0.000 0.005
H -1.332 2.829 -4.689 0.003 -0.015 0.017
C -2.179 -2.423 2.153 -0.039 -0.030 0.051
C -2.657 -1.350 1.195 -0.233 -0.168 -0.099
C -3.850 -0.580 1.739 -0.008 0.024 0.011
O -1.643 -0.407 0.939 0.673 0.268 -0.048
H -3.016 -3.075 2.420 0.023 0.021 -0.013
H -1.778 -1.962 3.060 -0.004 -0.004 -0.014
H -1.399 -3.035 1.700 -0.020 0.022 0.004
H -2.928 -1.817 0.243 0.030 0.035 0.042
H -3.573 -0.088 2.674 -0.010 -0.018 -0.008
H -4.692 -1.253 1.920 0.023 0.011 -0.013
H -4.155 0.188 1.026 -0.003 -0.007 0.004
F 0.489 -0.791 -5.314 0.061 0.005 0.106
C -0.148 -1.839 -5.811 -0.019 -0.004 -0.004
C -0.895 -2.720 -5.037 -0.100 0.005 -0.075
C -1.587 -3.676 -5.776 -0.021 -0.024 0.004
F -2.468 -4.500 -5.178 0.090 -0.012 0.040
C -1.500 -3.824 -7.148 -0.019 -0.016 0.004
F -2.203 -4.774 -7.783 0.012 0.014 -0.002
C -0.701 -2.960 -7.866 0.005 0.016 -0.018
F -0.598 -3.073 -9.196 0.000 0.000 0.029
C -0.036 -1.960 -7.191 0.014 -0.008 -0.033
F 0.712 -1.091 -7.884 -0.005 -0.009 0.003
Ge -1.226 -2.833 -3.047 0.117 -0.050 0.373
S -0.324 -2.522 -1.039 -0.025 0.132 -0.157
C -3.208 -2.719 -2.866 -0.067 -0.058 0.020
C -4.023 -2.082 -3.789 0.024 -0.006 -0.044
F -3.538 -1.629 -4.953 -0.043 -0.001 0.057
C -5.381 -1.897 -3.594 -0.019 0.027 -0.037
F -6.131 -1.281 -4.519 0.013 -0.014 0.025
C -5.973 -2.365 -2.438 -0.047 0.013 0.002
F -7.286 -2.197 -2.236 0.032 -0.005 -0.006
C -5.203 -3.022 -1.501 -0.024 -0.016 0.021
F -5.775 -3.494 -0.385 0.008 0.009 -0.013
C -3.849 -3.196 -1.731 0.016 0.047 -0.046
F -3.180 -3.863 -0.787 0.035 -0.123 -0.056
C -0.758 -4.828 -2.966 -0.055 -0.044 -0.071
C 0.588 -5.135 -3.084 -0.033 0.006 0.008
F 1.471 -4.167 -3.346 0.027 0.067 0.013
C 1.090 -6.420 -2.974 0.050 0.007 -0.009
F 2.401 -6.668 -3.099 -0.012 0.000 0.003
C 0.218 -7.465 -2.743 -0.003 -0.056 0.008
F 0.678 -8.721 -2.636 -0.008 0.023 -0.001
C -1.135 -7.210 -2.649 -0.011 -0.051 0.001
F -1.989 -8.231 -2.460 0.016 0.014 -0.003
C -1.595 -5.911 -2.772 -0.021 0.039 -0.048
F -2.931 -5.766 -2.738 -0.031 0.068 0.076
```
Positions in Å, forces in eV/Å.

Computed molecular weight (g/mol) in order:
672.92; 287.79; 1276.53; 1403.21
Computed E_tot (a.u.) in order:
-3293.794498; -1279.727065; -11997.442736; -16015.772924